1.
The following is a DFT calculation (ωB97M-V/def2-TZVPD) of 2 unconnected molecules or ions with the total composition C30H41F9IN3O4PS.

XYZ file:
```
90
Properties=species:S:1:pos:R:3:forces:R:3
C 1.811 -3.543 -0.171 -0.219 0.015 0.950
C 0.302 -3.389 0.145 -0.256 0.077 -0.362
C -0.599 -3.175 -1.106 0.412 0.207 0.627
F -1.742 -2.471 -0.682 0.232 -0.184 -0.445
C 0.123 -2.413 -2.235 -0.442 -0.453 -0.235
C 0.441 -3.005 -3.472 -0.355 1.481 0.272
S 0.029 -4.725 -3.694 2.871 -1.650 0.265
O 0.532 -5.433 -2.541 -1.262 0.543 0.701
O 0.571 -5.344 -4.875 -1.018 0.952 -0.795
C -1.855 -4.881 -3.751 -0.045 -0.287 0.491
F -2.213 -5.721 -2.755 0.088 0.309 -0.352
F -2.387 -3.664 -3.520 -0.027 -0.439 -0.369
C -2.371 -5.476 -5.091 -0.510 0.665 -0.412
F -1.959 -6.736 -5.276 0.246 0.529 0.280
F -1.913 -4.678 -6.090 0.057 -0.405 0.345
C -3.963 -5.478 -5.217 -0.126 -1.038 -0.702
F -4.365 -6.721 -5.558 0.162 0.385 0.288
F -4.592 -5.161 -4.087 0.239 0.341 -0.452
F -4.328 -4.691 -6.237 -0.081 0.178 0.861
C 1.076 -2.209 -4.505 -0.159 -0.943 -0.733
C 1.383 -2.808 -5.883 -0.109 0.480 -0.406
C 2.854 -3.326 -6.073 -0.251 0.634 0.107
C 3.773 -3.316 -4.827 1.423 -1.584 -0.522
C 5.256 -3.469 -5.387 -0.746 1.024 -0.365
C 3.565 -4.548 -3.886 0.484 1.038 0.129
C 1.402 -0.901 -4.245 -0.045 0.253 0.407
I 2.403 0.293 -5.713 -0.311 -0.346 0.575
C 1.121 -0.266 -2.976 0.599 -0.845 -1.887
N 1.522 1.022 -2.821 -1.008 -0.719 1.939
C 1.232 1.452 -1.594 -0.421 1.557 -0.123
P 1.783 3.178 -1.204 1.546 -0.227 0.605
O 3.025 3.134 -0.382 -0.195 -0.008 -0.149
C 0.552 0.707 -0.564 0.436 -0.210 0.439
C 0.251 1.362 0.786 -0.268 0.278 -0.406
C -1.034 2.236 0.621 0.223 0.283 0.453
F -1.928 1.989 1.660 0.150 -0.214 -0.492
N 0.176 -0.539 -0.752 0.563 0.782 -0.576
C 0.472 -1.050 -1.994 -0.181 -0.246 0.341
H 2.026 -4.150 -1.059 -0.130 0.280 0.255
H 2.264 -2.538 -0.228 -0.069 -0.482 -0.303
H 2.275 -4.038 0.702 -0.043 0.169 -0.443
H 0.152 -2.500 0.779 0.060 -0.396 -0.251
H -0.120 -4.254 0.687 0.360 0.251 -0.236
H -0.971 -4.150 -1.429 0.181 0.407 -0.018
H 1.255 -1.984 -6.608 -0.034 -0.316 0.399
H 0.622 -3.542 -6.182 0.525 0.112 0.361
H 2.846 -4.325 -6.547 -0.008 0.274 0.491
H 3.343 -2.666 -6.816 -0.333 -0.186 0.305
H 3.779 -2.365 -4.274 -0.511 -0.351 -0.152
H 5.836 -4.231 -4.853 -0.099 0.274 -0.250
H 5.744 -2.479 -5.313 0.080 -0.548 0.079
H 5.211 -3.675 -6.472 0.231 -0.286 0.516
H 3.442 -5.453 -4.499 -0.197 0.237 0.381
H 4.496 -4.647 -3.296 -0.477 -0.120 -0.134
H 2.765 -4.401 -3.150 0.013 -0.325 -0.445
H 2.002 3.872 -2.427 -0.577 -0.434 0.073
H 0.779 3.898 -0.518 -0.272 -0.244 -0.530
H 0.073 0.608 1.568 -0.115 0.114 -0.532
H 1.107 1.962 1.141 -0.336 -0.147 -0.273
H -0.819 3.315 0.675 0.030 -0.381 0.009
H -1.524 2.035 -0.346 -0.032 -0.106 0.431
C -1.852 6.889 7.123 0.045 0.184 0.439
C -0.943 5.839 6.456 -0.389 0.044 0.739
C -0.741 4.656 7.417 0.047 -0.312 0.086
C -1.965 3.761 7.614 -0.039 -0.079 0.064
C -2.900 3.743 6.400 -0.102 0.101 0.262
C -2.235 4.129 5.068 -0.308 -0.241 0.473
N -1.636 5.450 5.216 0.283 0.164 -0.523
O -1.041 5.898 4.075 0.063 -0.070 -0.172
C -3.361 4.218 4.033 -0.089 0.016 -0.312
C -1.265 3.023 4.630 0.284 -0.288 -0.095
C 0.432 6.477 6.267 0.134 0.076 -0.422
H -1.981 7.756 6.473 0.041 -0.118 -0.135
H -1.426 7.244 8.071 0.039 -0.004 0.003
H -2.844 6.488 7.339 0.031 -0.082 -0.069
H 0.082 4.035 7.052 0.016 0.139 -0.148
H -0.408 5.023 8.394 0.007 0.135 -0.071
H -1.625 2.746 7.837 0.023 0.025 0.011
H -2.527 4.085 8.495 -0.017 0.002 -0.026
H -3.366 2.756 6.321 0.061 -0.003 -0.185
H -3.726 4.436 6.593 0.066 0.102 -0.178
H -4.049 5.030 4.279 0.119 0.046 0.066
H -3.937 3.287 4.008 0.086 -0.060 0.071
H -2.975 4.391 3.029 0.116 0.089 0.099
H -1.793 2.069 4.529 -0.065 0.039 0.008
H -0.448 2.865 5.338 -0.046 0.103 0.057
H -0.822 3.246 3.660 -0.025 0.221 0.071
H 0.844 6.778 7.236 -0.155 -0.131 0.107
H 0.385 7.372 5.647 -0.080 -0.143 -0.133
H 1.137 5.779 5.811 -0.088 0.033 -0.117
```
Positions in Å, forces in eV/Å.

## Properties
Net charge: -1
Kohn-Sham gap in eV: 1.56

Here are the Mulliken charges for atoms 1 to 8, given in e:
1. C -0.95
2. C -0.99
3. C 0.06
4. F -0.46
5. C -1.00
6. C 1.37
7. S 1.30
8. O -0.69


2.
The following is a DFT calculation (ωB97M-V/def2-TZVPD) of 7 unconnected molecules or ions with the total composition C30H41FO18.

XYZ file:
```
90
Properties=species:S:1:pos:R:3:forces:R:3
C 0.680 -3.306 -3.546 -0.082 0.334 -1.552
C 0.154 -4.652 -3.089 -0.118 1.194 1.197
C -0.623 -4.532 -1.738 0.356 -0.361 -0.721
O -1.950 -4.957 -2.057 0.050 0.137 0.348
C -2.024 -5.288 -3.348 -0.390 0.004 -1.074
O -2.978 -5.685 -3.935 -0.237 -0.064 0.500
O -0.857 -5.061 -3.988 0.692 -0.545 -0.069
H 0.861 -3.256 -4.629 0.267 -0.867 0.004
H 1.633 -2.990 -3.126 -0.312 0.111 0.587
H -0.119 -2.560 -3.529 0.161 0.112 0.979
H 0.952 -5.371 -2.895 -0.106 -0.296 -0.875
H -0.619 -3.495 -1.409 -0.168 -0.147 0.367
H -0.211 -5.251 -1.032 -0.086 0.366 0.367
C 1.254 0.460 -4.250 -0.987 -0.857 0.980
C 0.188 0.808 -5.254 0.977 -1.237 -1.810
C -0.593 -0.441 -5.774 0.683 0.481 0.654
O -1.923 -0.199 -5.323 0.085 -0.268 -0.100
C -2.004 1.021 -4.737 -1.314 -0.442 -0.850
O -3.026 1.485 -4.329 0.467 -0.038 0.251
O -0.843 1.651 -4.805 0.643 1.003 0.734
H 1.833 -0.380 -4.637 0.246 0.254 -0.227
H 0.692 0.010 -3.418 0.361 0.178 0.169
H 1.900 1.244 -3.865 -0.103 0.252 -0.319
H 0.641 1.188 -6.174 -0.040 0.839 0.385
H -0.220 -1.378 -5.362 -0.176 0.085 0.081
H -0.463 -0.467 -6.856 -0.783 -0.168 -0.062
C -1.090 -2.325 4.052 -0.309 0.390 0.113
C -1.679 -2.007 5.441 0.057 -0.451 -0.443
C -3.123 -1.459 5.471 1.057 -0.064 0.174
O -3.888 -2.645 5.559 -0.968 0.166 -0.178
C -3.151 -3.617 6.112 -0.060 -1.049 -0.525
O -3.560 -4.692 6.429 -0.026 0.428 0.181
O -1.869 -3.255 6.135 0.829 0.177 0.637
H -1.162 -3.389 3.834 -0.124 -0.001 0.037
H -0.040 -2.044 4.006 -0.003 0.030 -0.014
H -1.635 -1.768 3.287 0.134 -0.028 -0.114
H -0.954 -1.417 5.995 -0.286 0.091 0.230
H -3.361 -0.915 4.561 -0.238 0.061 0.144
H -3.302 -0.888 6.385 -0.004 0.296 -0.258
C 6.894 -1.891 5.100 0.385 -0.002 0.625
C 5.765 -1.338 5.999 1.742 0.570 -1.529
C 5.816 0.191 6.215 1.154 -0.977 -0.862
O 4.511 0.592 5.902 -0.586 1.141 0.144
C 3.851 -0.349 5.203 0.863 -0.581 1.016
O 2.774 -0.216 4.736 -0.387 -0.006 -0.489
O 4.596 -1.486 5.194 -1.042 -0.227 0.514
H 6.828 -2.979 5.110 0.226 -0.013 0.071
H 7.876 -1.564 5.455 -0.054 -0.284 0.291
H 6.882 -1.597 4.051 -0.614 0.361 0.114
H 5.825 -1.858 6.956 -0.964 -0.341 -0.134
H 6.535 0.580 5.483 -0.270 0.352 0.013
H 6.160 0.510 7.194 -0.520 -0.011 0.174
C -3.766 1.008 -1.043 -0.831 -1.077 1.051
C -3.836 1.653 0.328 0.186 0.629 -0.822
C -2.948 0.952 1.351 0.280 -0.135 -0.337
O -2.109 1.995 1.829 0.237 -0.875 0.616
C -2.294 3.127 1.148 0.100 0.345 0.220
O -1.698 4.124 1.413 -0.068 0.255 -0.491
O -3.221 2.965 0.191 -0.066 0.082 0.457
H -2.737 0.966 -1.390 -0.023 0.239 -0.184
H -4.469 1.414 -1.761 0.265 0.272 -0.126
H -4.080 -0.027 -0.847 0.047 -0.057 -0.393
H -4.846 1.818 0.703 -0.041 -0.088 -0.193
H -2.366 0.182 0.836 0.290 0.138 0.173
H -3.437 0.475 2.198 -0.285 0.235 -0.046
C -1.329 4.805 -2.197 -1.159 -0.589 -0.097
C -0.768 4.646 -3.599 0.934 0.565 1.081
C -0.297 5.937 -4.299 -1.917 -0.971 -0.504
O 0.933 5.558 -4.878 0.706 0.920 -0.144
C 1.426 4.472 -4.269 -0.473 -0.655 0.452
O 2.498 3.988 -4.437 0.346 0.157 -0.263
O 0.504 3.954 -3.438 -0.302 -0.106 -0.163
H -1.183 3.881 -1.634 0.447 0.112 0.020
H -2.423 4.840 -2.193 0.025 0.403 -0.289
H -0.964 5.660 -1.634 0.287 -0.052 -0.085
H -1.414 4.075 -4.260 0.061 -0.290 0.131
H -0.320 6.808 -3.646 0.817 0.013 0.050
H -1.002 6.110 -5.113 0.183 0.383 -0.073
F -0.496 -0.813 -1.552 -0.283 0.142 -0.189
C 0.075 -0.029 -0.591 0.145 -0.843 -0.096
C 0.449 -0.706 0.570 -0.726 1.004 -0.157
C 0.989 0.075 1.575 1.729 0.249 -0.300
C 1.371 1.399 1.300 -0.418 -0.294 0.263
C 1.045 1.987 0.094 -1.380 0.918 -0.016
C 0.294 1.308 -0.860 0.511 -1.249 0.179
H 0.225 -1.757 0.686 0.035 -0.034 -0.022
H 1.391 -0.366 2.480 -0.432 -0.072 0.172
H 1.870 1.973 2.067 0.009 0.013 0.008
H 1.087 3.059 -0.064 0.749 -0.021 0.136
H 0.011 1.708 -1.825 -0.059 0.245 0.106
```
Positions in Å, forces in eV/Å.

## Properties
SMILES: C[C@H]1COC(=O)O1.C[C@H]1COC(=O)O1.C[C@H]1COC(=O)O1.C[C@H]1COC(=O)O1.C[C@H]1COC(=O)O1.C[C@H]1COC(=O)O1.Fc1ccccc1
Kohn-Sham gap in eV: 9.81

Here are the Mulliken charges for atoms 1 to 8, given in e:
1. C -1.27
2. C 0.54
3. C -0.05
4. O -0.36
5. C 0.65
6. O -0.53
7. O -0.42
8. H 0.44


3.
The following is a DFT calculation (ωB97M-V/def2-TZVPD) of a molecular structure, C30H41IrN2O3Sb2Si.

XYZ file:
```
80
Properties=species:S:1:pos:R:3:forces:R:3
Ir -0.288 -0.158 -0.110 0.633 -0.513 0.065
C -0.636 0.046 5.427 0.061 -0.017 -0.064
Sb -0.100 -0.078 3.360 -0.072 -0.157 -0.004
C 0.813 -2.009 3.427 -0.026 0.058 -0.087
C 1.719 1.316 3.539 0.228 0.202 0.008
C 2.865 0.473 3.661 0.071 -0.019 0.001
C 3.149 -0.119 4.930 -0.111 0.102 -0.106
C 4.218 -0.938 5.104 0.171 -0.102 -0.096
C 5.068 -1.211 4.005 -0.044 0.004 0.094
C 4.835 -0.638 2.766 -0.046 -0.036 0.009
C 3.757 0.213 2.551 -0.044 0.041 0.136
C 3.604 0.873 1.237 -0.301 -0.068 -0.086
Sb 2.367 -0.194 -0.213 0.183 -0.058 0.011
C 3.363 -2.062 -0.263 -0.125 0.012 0.048
C 3.151 0.729 -1.945 -0.063 0.001 -0.024
H 0.154 -0.386 6.039 -0.040 0.006 0.038
H -1.557 -0.517 5.581 0.028 0.007 -0.003
H -0.806 1.086 5.699 -0.018 -0.025 0.014
H 1.276 -2.179 4.395 0.024 -0.040 0.019
H 1.546 -2.111 2.627 -0.037 -0.025 0.031
H 0.016 -2.737 3.268 0.033 0.009 -0.002
H 1.423 1.808 4.467 -0.068 -0.062 -0.057
H 1.662 1.976 2.680 -0.021 -0.051 0.006
H 2.497 0.110 5.765 0.010 0.022 -0.048
H 4.431 -1.369 6.074 0.019 -0.001 -0.036
H 5.929 -1.853 4.144 -0.034 0.010 -0.008
H 5.525 -0.828 1.951 0.005 0.002 0.044
H 4.556 0.920 0.708 0.034 0.050 0.082
H 3.177 1.874 1.290 0.067 -0.009 0.013
H 4.385 -1.904 -0.604 0.019 -0.023 0.004
H 2.836 -2.711 -0.962 0.034 0.014 0.030
H 3.364 -2.528 0.722 -0.006 0.001 -0.040
H 4.231 0.587 -1.956 -0.023 0.004 -0.001
H 2.908 1.790 -1.950 0.002 -0.028 0.014
H 2.701 0.256 -2.818 0.039 0.027 0.001
O 0.471 2.435 -6.578 0.003 -0.097 -0.031
C 0.260 1.051 -6.405 0.005 0.101 0.045
C 0.146 0.750 -4.939 0.013 0.052 -0.042
C 0.005 -0.598 -4.517 0.024 -0.033 0.035
C -0.106 -0.857 -3.185 0.075 -0.002 -0.007
N -0.078 0.124 -2.253 -0.209 -0.146 0.013
C 0.035 1.441 -2.626 -0.019 -0.051 -0.116
C 0.163 1.743 -4.006 0.026 0.025 -0.005
C 0.012 2.399 -1.590 0.049 0.014 0.210
C 0.133 3.797 -1.781 -0.048 0.008 -0.064
C 0.064 4.668 -0.736 -0.017 0.012 0.087
C 0.182 6.155 -0.984 -0.108 -0.024 -0.049
O -0.724 6.608 -1.976 0.097 -0.026 0.071
C -0.149 4.144 0.575 0.094 0.121 -0.091
C -0.248 2.800 0.737 -0.016 -0.094 -0.208
N -0.144 1.916 -0.293 -0.067 0.287 0.115
H 0.499 2.640 -7.518 -0.012 -0.005 0.018
H 1.082 0.460 -6.820 0.055 -0.008 -0.024
H -0.660 0.716 -6.896 -0.044 0.011 -0.030
H -0.020 -1.412 -5.230 -0.007 0.026 0.029
H -0.209 -1.869 -2.811 -0.029 0.048 0.014
H 0.264 2.766 -4.337 -0.016 -0.013 0.028
H 0.255 4.186 -2.784 -0.007 -0.009 0.034
H 1.175 6.376 -1.373 0.056 0.032 0.011
H 0.071 6.699 -0.043 -0.048 0.039 -0.001
H -1.606 6.682 -1.598 0.008 -0.015 -0.001
H -0.249 4.796 1.432 0.007 0.007 -0.039
H -0.433 2.372 1.715 -0.046 -0.017 -0.072
C -0.400 -5.727 -1.782 -0.010 0.162 -0.184
Si -0.207 -5.226 -0.010 -0.010 -0.089 0.129
C 1.445 -5.722 0.674 0.121 -0.003 0.085
C -1.631 -5.787 1.031 -0.048 0.018 0.094
C -0.231 -3.350 0.023 -0.043 0.990 -0.124
C -0.272 -2.093 0.006 0.061 -0.446 0.022
H -0.419 -6.818 -1.838 -0.003 0.042 -0.019
H 0.432 -5.369 -2.395 -0.066 -0.058 0.009
H -1.334 -5.347 -2.202 0.055 -0.068 -0.012
H 1.506 -6.813 0.726 0.033 0.045 0.011
H 1.606 -5.330 1.682 -0.005 -0.047 -0.073
H 2.256 -5.372 0.029 -0.026 -0.036 0.054
H -1.681 -6.879 1.020 -0.042 0.022 0.034
H -2.572 -5.399 0.634 0.020 -0.052 0.044
H -1.534 -5.464 2.071 -0.026 -0.046 -0.071
O -3.329 -0.168 -0.015 0.072 0.024 0.000
C -2.203 -0.145 -0.031 -0.483 -0.036 0.068
```
Positions in Å, forces in eV/Å.

## Properties
2S+1: 5
Net charge: +2
Kohn-Sham gap (alpha / beta) in eV: 4.68 / 4.40

Here are the Mulliken charges for atoms 1 to 8, given in e:
1. Ir 0.94
2. C -1.23
3. Sb 0.64
4. C -1.12
5. C -1.53
6. C 0.67
7. C -0.46
8. C -0.75


For the records above, the corresponding E values read -97114.09206, -71347.97598, -64671.96125 eV.